Computed, not measured: a 6-piece molecular cluster, C24H44BrN6O2 overall in a non-equilibrium geometry, with ωB97M-V with the def2-TZVPD basis set.

The geometry in XYZ format:
```
77
Properties=species:S:1:pos:R:3:forces:R:3
C 0.52033 2.96274 -1.94574 0.9 -0.1 -0.3
C 0.26397 4.31664 -2.83347 0.3 0.2 -0.6
C -1.27451 4.93250 -2.69288 -0.9 -3.3 2.3
Br -1.14934 6.96818 -2.75431 0.2 0.3 -0.6
N -1.93506 4.61283 -1.37015 -0.9 -0.4 -3.5
C -3.26428 3.91211 -1.54210 2.4 0.1 2.8
O -4.19539 4.56110 -2.48048 3.2 2.0 1.6
O -4.91560 3.61367 -3.04352 -2.9 -3.7 -3.5
H 0.08013 2.98694 -0.85958 0.5 0.1 -2.4
H 1.69472 2.79251 -1.81209 -2.4 0.4 -0.5
H 0.14499 2.02385 -2.56086 0.6 2.0 1.5
H 1.08233 5.16088 -2.65920 -1.8 -1.9 0.0
H 0.39822 3.99631 -3.97517 -0.2 0.7 2.3
H -1.85788 4.57070 -3.64118 0.8 1.0 1.6
H -3.79722 3.94993 -0.47451 1.1 -0.2 -2.1
H -3.10686 2.74981 -1.75346 -0.8 2.1 -0.4
H -4.51510 3.34554 -3.93430 -0.2 0.8 1.7
C -0.09138 -0.37818 1.78611 -0.1 0.0 0.1
C 1.39561 -0.71038 1.85860 -0.3 -0.2 0.1
C 2.25751 0.23170 1.01576 -0.4 -0.2 -1.0
C 1.84822 0.13339 -0.44477 -2.1 -0.4 -8.3
N 1.50870 0.05172 -1.65650 2.8 0.3 9.7
H -0.48039 -0.48491 0.76856 0.1 0.1 0.1
H -0.66411 -1.05792 2.42505 0.1 0.1 0.0
H -0.28112 0.64752 2.12251 0.0 -0.2 -0.1
H 1.54415 -1.74578 1.52832 0.2 0.2 0.0
H 1.72150 -0.65566 2.90309 0.1 0.0 -0.1
H 3.31424 -0.03888 1.11203 -0.1 0.0 -0.2
H 2.13993 1.26692 1.35425 0.0 -0.1 -0.2
C -6.38624 7.08968 2.93220 0.0 0.1 0.1
C -6.08369 6.89492 1.44988 0.1 0.3 0.2
C -6.11797 5.42593 1.02362 1.0 -0.3 0.5
C -5.07287 4.64148 1.79998 5.8 -4.7 4.2
N -4.20572 3.99071 2.44402 -7.0 5.2 -5.0
H -5.63841 6.60146 3.56505 -0.1 0.0 -0.1
H -6.37899 8.15482 3.18468 0.0 -0.1 0.0
H -7.37220 6.68503 3.18788 0.1 0.0 0.0
H -5.09807 7.32311 1.22988 -0.2 -0.2 -0.1
H -6.81733 7.45597 0.86068 0.1 -0.2 -0.1
H -5.90888 5.34072 -0.04791 0.2 -0.2 0.2
H -7.10677 4.99364 1.21201 0.2 -0.1 0.1
C 5.26930 0.17204 -1.83808 0.0 0.0 -0.1
C 6.70511 0.24658 -1.32853 -0.2 -0.2 -0.4
C 6.87266 1.22260 -0.16229 -0.2 0.9 -0.6
C 6.48211 2.62330 -0.60480 -2.1 8.0 -2.2
N 6.15818 3.78541 -0.97199 2.6 -9.3 2.9
H 4.93005 1.13474 -2.23335 0.0 -0.1 0.1
H 5.19192 -0.55740 -2.65064 0.0 0.1 0.2
H 4.58464 -0.13363 -1.03869 0.1 0.0 -0.2
H 7.36062 0.54122 -2.15719 0.0 0.0 0.2
H 7.02071 -0.75224 -1.00775 0.1 0.2 0.1
H 7.91442 1.22948 0.17511 -0.2 0.2 0.0
H 6.24389 0.92318 0.68334 0.0 0.2 -0.1
C 0.78454 -4.41450 3.49906 -0.1 0.1 0.1
C 1.07584 -5.64847 2.65100 -0.3 0.2 0.1
C 2.56598 -5.98976 2.58925 0.4 0.8 -0.6
C 3.33280 -4.83178 1.97170 4.5 6.3 -3.4
N 3.96896 -3.87108 1.45924 -5.1 -7.6 4.1
H 1.25571 -3.51804 3.08375 0.0 -0.1 0.1
H -0.29307 -4.22593 3.53787 0.1 0.0 0.0
H 1.14452 -4.54985 4.52537 0.0 0.1 -0.1
H 0.69024 -5.48150 1.63778 0.1 -0.2 0.1
H 0.52981 -6.50241 3.06670 0.2 0.0 -0.2
H 2.72081 -6.88795 1.98227 0.1 0.2 0.0
H 2.95746 -6.18684 3.59324 0.1 0.2 -0.2
C -2.22415 -6.85706 -1.04102 -0.1 0.1 0.0
C -1.10428 -6.75403 -2.07156 -0.3 0.3 0.1
C -0.15949 -7.95715 -2.04585 0.4 0.2 1.0
C 0.49853 -8.06418 -0.67988 3.9 -0.9 7.6
N 1.04452 -8.15290 0.45338 -4.4 0.7 -9.0
H -1.83254 -6.87827 -0.01911 0.0 -0.1 -0.1
H -2.88960 -5.99105 -1.11523 0.1 -0.2 0.0
H -2.82212 -7.76162 -1.20051 0.1 0.1 0.1
H -0.53803 -5.83250 -1.88897 0.0 -0.2 -0.1
H -1.54688 -6.66754 -3.06996 0.2 -0.1 0.1
H 0.61594 -7.84227 -2.81048 0.0 -0.1 0.3
H -0.70831 -8.88185 -2.25513 0.2 0.1 0.2
```
Positions in Å, forces in eV/Å.

Computed properties:
Spin multiplicity: 1
Charge: -1
Gap between HOMO and LUMO in eV: 4.15
E in eV: -108670.2945

Results of the Mulliken charge analysis, in e, for atoms 1 through 4: number 1, C, carries -0.66; number 2, C, carries -0.41; number 3, C, carries -0.04; number 4, Br, carries -0.40

Computed, not measured: C24H44Cl3FeN4O3SSi as an isolated structure in a non-equilibrium geometry, with ωB97M-V with the def2-TZVPD basis set.

The geometry in XYZ format:
```
81
Properties=species:S:1:pos:R:3:forces:R:3
C -1.40605 -2.76451 -5.01871 -0.3 -0.4 -0.2
C -0.96354 -3.03282 -3.61881 0.1 0.2 1.0
H -1.22397 -3.63269 -5.65803 -0.1 0.1 0.0
H -0.86947 -1.90994 -5.43974 -0.1 -0.1 0.1
H -2.48421 -2.55057 -5.03910 0.2 0.1 -0.1
C -0.52595 -4.24785 -3.22409 -0.3 0.4 -0.4
C -0.59086 -5.50413 -4.05090 0.4 -0.5 -0.4
H -0.07384 -4.46412 -2.25948 -0.6 0.6 -0.1
H 0.03568 -5.47126 -4.96077 -0.3 0.0 0.2
H -1.60449 -5.82550 -4.34655 0.3 0.4 0.1
H -0.19821 -6.31383 -3.42757 0.0 0.0 -0.2
Fe -1.19845 2.55737 1.18821 1.3 0.3 0.8
Cl -2.94595 2.72242 2.53016 -1.1 0.4 1.4
Cl 0.24534 4.04228 0.49342 0.7 0.9 -0.2
H 1.70594 6.27474 4.28597 0.0 -0.1 0.1
H -1.57649 6.84894 3.56789 0.1 -0.3 -0.2
C 1.28877 5.58726 3.54289 0.0 -0.2 0.0
C -1.13818 5.99837 3.00797 -0.6 0.3 0.1
N -0.11325 5.32720 3.79799 -0.5 -0.4 0.7
H 1.83522 4.64606 3.56740 0.1 0.1 0.0
C -0.49339 4.49264 4.81288 0.6 -0.2 -0.4
O 0.26104 3.72111 5.41752 -0.5 1.0 -0.3
H -1.93546 5.27521 2.76152 0.3 0.4 0.0
H -1.57780 4.56106 5.06703 0.4 -0.1 -0.4
H 1.39582 6.04927 2.56329 0.0 -0.2 0.0
H -0.72146 6.38881 2.06736 0.0 -0.4 0.4
H 2.30479 -0.96495 -3.83335 0.3 0.0 0.0
H 2.98628 -3.54319 -2.80674 0.0 -0.1 0.1
C 3.33756 -0.94689 -3.45146 -0.3 -0.4 0.0
C 3.65804 -3.03346 -2.11179 -0.3 0.4 0.2
N 3.36221 -1.60067 -2.14297 0.7 0.0 0.2
H 3.65525 0.08604 -3.32429 0.0 -0.1 -0.1
C 3.50363 -0.83613 -1.00695 0.3 1.0 -0.4
O 3.57048 0.38867 -0.98283 0.0 -1.6 0.0
H 3.48443 -3.41956 -1.09774 0.0 0.1 -0.3
H 3.56513 -1.45734 -0.09219 -0.1 0.1 -0.1
H 3.97889 -1.47837 -4.17579 -0.1 0.2 0.4
H 4.69407 -3.25860 -2.39487 -0.1 0.1 0.0
O -0.52731 -0.63958 -2.94273 -0.7 -2.0 0.3
C -1.22778 -1.83845 -2.64354 1.5 0.0 0.8
C 0.39046 -2.79915 -0.85382 -0.5 -0.6 0.0
C -0.85466 -2.24466 -1.21791 0.4 0.7 0.2
H 1.28318 -2.56323 -1.45491 -0.7 -0.7 0.1
C 0.40173 -3.70473 0.23065 -0.2 1.3 0.0
H -2.30495 -1.64015 -2.64112 -0.1 -0.1 -0.2
C -1.79504 -2.02298 -0.21738 -0.1 -0.8 -0.5
H 1.26265 -4.35904 0.38305 -0.2 0.3 0.2
C -0.69841 -3.71197 1.10458 -0.2 -0.1 -0.1
C -1.75651 -2.80749 0.92626 0.5 0.2 0.3
H -2.55033 -1.26470 -0.41162 -0.2 -0.4 0.2
H -0.73607 -4.40829 1.93899 0.1 0.1 -0.1
H -2.55194 -2.67721 1.65732 0.3 -0.2 0.1
Si -0.70568 1.00063 -3.10273 0.2 3.3 0.0
Cl -2.20978 1.42037 -0.27558 -1.1 -1.7 -2.6
C 1.00435 1.19834 -2.42345 0.4 0.5 0.0
C -1.01335 3.01523 -3.02037 -0.5 0.0 0.7
C -1.69578 0.85341 -4.68992 0.2 -0.5 -0.5
H 1.23385 0.48958 -1.64395 -0.1 -0.3 0.1
H 1.32056 2.18489 -2.07335 -0.2 -0.1 -0.3
H 1.58853 0.91399 -3.27511 0.9 0.0 -0.5
H -1.35137 -0.03876 -5.20801 -0.1 0.1 -0.4
H -1.62588 1.73289 -5.32579 -0.1 0.0 0.0
H -2.75259 0.67191 -4.46588 0.0 0.2 0.2
H -2.02101 3.32474 -2.76223 -0.5 -0.1 0.0
H -0.80929 3.56830 -3.95698 0.1 -0.7 -0.2
H -0.39983 3.54642 -2.28297 0.0 -0.5 0.1
S 0.36581 0.88445 2.01047 -0.1 -0.7 1.0
C -0.13154 0.34286 3.57210 -0.8 0.0 -0.5
N -1.41016 0.27752 4.00653 0.3 0.7 -0.5
C -1.73128 0.15596 5.42367 -0.2 -0.3 0.0
C -0.59774 0.68177 6.28446 0.0 0.2 0.0
C 0.66031 -0.05507 5.88114 0.0 -0.5 0.5
N 0.78543 -0.11276 4.43361 1.0 -0.1 0.1
H -2.11755 0.69818 3.40150 0.3 0.2 0.1
H -1.89924 -0.90181 5.66014 0.0 0.0 0.0
H -2.66478 0.68234 5.63621 0.1 0.0 -0.2
H -0.83052 0.50039 7.34205 0.1 0.0 -0.2
H -0.43950 1.75436 6.13996 -0.2 -0.1 -0.1
H 0.61719 -1.07271 6.28961 0.1 0.0 0.0
H 1.54341 0.43894 6.29615 0.0 0.0 -0.1
H 1.72487 -0.18583 4.06408 -0.3 0.3 0.0
```
Positions in Å, forces in eV/Å.

Computed properties:
Spin multiplicity: 5
Expectation value of S²: 6.013
Charge: -1
Gap between HOMO and LUMO (spin up / spin down) in eV: 7.46 / 6.85
E in eV: -128377.1835

Results of the Mulliken charge analysis, in e, for atoms 1 through 4: number 1, C, carries -1.57; number 2, C, carries 0.48; number 3, H, carries 0.46; number 4, H, carries 0.18

Computed, not measured: C24H44Cl6MoP2 as an isolated structure in a non-equilibrium geometry, with ωB97M-V with the def2-TZVPD basis set.

The geometry in XYZ format:
```
77
Properties=species:S:1:pos:R:3:forces:R:3
Mo 0.03491 -0.73412 0.22317 0.5 -1.4 1.5
Cl -0.08500 -0.02396 -2.15988 0.1 0.3 -0.5
P -0.41594 -2.98191 -0.69700 0.1 1.2 0.8
C 0.68803 -3.66431 -2.03278 -0.2 -0.1 0.0
C -0.33139 -4.19188 0.71470 -0.1 -0.4 -0.6
C -2.08194 -3.12203 -1.50789 0.2 -0.2 0.0
C 2.05543 -2.98385 -2.04858 0.3 0.0 -0.2
H 0.15246 -3.38121 -2.95790 0.2 -0.1 0.3
C 0.84835 -5.19375 -1.99792 0.1 0.0 -0.3
H 1.37473 -5.51761 -1.09068 -0.1 0.0 -0.3
H 1.46307 -5.48727 -2.86299 -0.1 0.0 0.2
H -0.10683 -5.72746 -2.06568 0.3 0.1 0.1
H 1.97844 -1.90413 -2.20897 -0.1 -0.2 0.1
H 2.65523 -3.40415 -2.86857 -0.1 0.0 0.1
H 2.60558 -3.15313 -1.11311 -0.1 0.1 -0.2
H -1.92050 -2.57802 -2.45666 0.0 -0.1 0.3
C -3.18574 -2.40383 -0.72920 -0.4 0.1 0.0
C -2.46916 -4.58086 -1.80984 -0.4 0.2 -0.1
H -1.85847 -5.02481 -2.60343 -0.2 0.1 0.2
H -3.51692 -4.60054 -2.14510 0.2 -0.1 0.1
H -2.39707 -5.20470 -0.90551 0.0 0.1 -0.3
H -2.86482 -1.44579 -0.29619 0.1 -0.4 -0.2
H -3.57526 -3.03092 0.08173 0.1 0.1 -0.1
H -4.02302 -2.18940 -1.40997 0.1 -0.1 0.1
C 1.07757 -4.15794 1.32671 0.0 -0.1 0.2
H -0.50565 -5.18505 0.26642 0.1 0.1 0.3
C -1.42092 -3.93628 1.76499 0.0 -0.1 0.2
H 1.84527 -4.56255 0.65146 -0.2 0.2 0.2
H 1.08120 -4.76675 2.24425 0.1 0.1 -0.2
H 1.38307 -3.13717 1.60488 -0.2 -0.3 -0.1
H -1.42681 -2.89281 2.11849 0.0 -0.3 -0.2
H -1.22910 -4.58049 2.63794 -0.1 0.2 -0.2
H -2.42327 -4.18092 1.38717 0.3 0.1 0.1
H 1.55634 -0.84414 -0.34670 0.8 0.4 -1.1
H -1.41498 -0.06202 0.01176 -1.2 1.1 -1.0
P 0.55508 4.11327 -0.90421 -0.1 -0.5 -0.4
C -0.87928 4.21231 -1.99864 -0.5 0.1 -0.3
C 0.39551 4.29779 0.90876 0.0 0.5 0.6
C 2.03615 3.52994 -1.77436 0.5 -0.3 -0.2
C -1.94389 3.15722 -1.67773 -0.3 -0.2 0.0
H -0.47077 3.97268 -2.99974 0.0 0.2 0.5
C -1.44372 5.64526 -2.01960 0.1 0.0 -0.1
H -1.92415 5.90402 -1.06980 0.1 -0.1 -0.1
H -2.19786 5.71847 -2.81343 0.1 0.0 0.2
H -0.64938 6.37414 -2.22253 -0.2 -0.1 0.0
H -1.55973 2.13981 -1.82597 -0.1 0.2 0.1
H -2.79529 3.31529 -2.35540 0.2 -0.1 0.2
H -2.30255 3.24950 -0.64604 0.0 -0.1 -0.4
H 1.66020 3.07230 -2.70886 -0.1 0.2 0.5
C 2.84433 2.45787 -1.02778 0.2 0.0 0.1
C 2.87239 4.77990 -2.13478 0.1 0.0 0.0
H 2.37767 5.35367 -2.92740 0.2 0.0 0.2
H 3.87203 4.48111 -2.48104 -0.3 0.0 0.0
H 2.99555 5.43626 -1.26073 0.1 -0.2 -0.2
H 2.21153 1.65800 -0.61953 0.2 0.1 -0.1
H 3.43935 2.91457 -0.22434 -0.1 -0.2 -0.2
H 3.53947 1.99341 -1.74053 -0.2 0.1 0.2
C -1.00436 3.95546 1.46522 -0.1 -0.1 0.0
H 0.53171 5.39635 1.00167 -0.1 -0.4 0.1
C 1.52635 3.62749 1.71595 0.0 0.0 -0.1
H -1.79904 4.50056 0.93519 0.2 -0.3 0.1
H -1.05511 4.27932 2.51605 0.2 -0.1 -0.3
H -1.20257 2.86921 1.44056 0.1 0.4 -0.1
H 1.45393 2.52964 1.67968 0.1 0.3 0.0
H 1.44303 3.94042 2.76646 -0.1 -0.1 -0.3
H 2.51699 3.94947 1.36835 -0.3 -0.2 0.1
Cl 2.69082 -0.80959 2.11413 0.0 0.0 0.3
C 1.26338 -0.48277 3.05708 -0.9 0.5 1.3
C 0.02217 -0.45207 2.41626 -0.2 -0.3 -0.5
C -1.13211 -0.17101 3.16291 1.1 0.2 1.1
Cl -2.68489 -0.12648 2.39121 0.0 0.0 0.2
C -1.05596 0.06812 4.55606 0.9 -0.4 -0.8
Cl -2.46091 0.41483 5.45565 -0.3 0.1 0.3
C 0.19992 -0.01533 5.20688 0.0 -0.2 -1.4
Cl 0.29525 0.11888 6.90114 0.0 0.2 0.4
C 1.37146 -0.25256 4.44989 -0.9 -0.1 -0.7
Cl 2.90043 -0.28100 5.20426 0.4 0.0 0.3
```
Positions in Å, forces in eV/Å.

Computed properties:
Spin multiplicity: 3
Expectation value of S²: 2.101
Charge: 0
Gap between HOMO and LUMO (spin up / spin down) in eV: 5.83 / 2.88
E in eV: -121164.9920

Results of the Mulliken charge analysis, in e, for atoms 1 through 4: number 1, Mo, carries -1.24; number 2, Cl, carries -0.60; number 3, P, carries 1.34; number 4, C, carries 0.69

Question: Which formula does entry 2 have?
Answer: C24H44Cl3FeN4O3SSi

Question: E of number 2 (C24H44Cl3FeN4O3SSi)?
Answer: -128377.1835 eV

Question: Which of these has the highest spin multiplicity?
Answer: C24H44Cl3FeN4O3SSi